Below is a structure of composition C12H25NO16Tl in a non-equilibrium geometry, with properties calculated with wB97M-V/def2-TZVPD.

Computed properties:
Orbital gap, eV: 3.31
Total charge: +1
2S+1: 1
Maximum force, eV/Å: 4.2
Total energy, Ha: -1902.6748
LUMO energy, eV: -9.46

The geometry in XYZ format:
```
55
C12H25NO16Tl (wB97M-V/def2-TZVPD)
Tl 0.27 -1.68 -1.17
N 1.21 1.20 -3.05
O 1.18 0.05 -3.43
O 1.76 2.07 -3.69
O 0.75 1.38 -1.96
O -2.31 -2.14 -0.11
H -2.97 -2.84 -0.23
C -2.91 1.27 3.41
O -1.92 0.63 2.60
C -1.34 1.13 1.36
O -0.69 0.52 0.54
O -1.40 2.44 1.49
C -1.08 3.17 0.36
H -3.76 1.70 2.89
H -2.37 2.04 3.97
H -3.33 0.56 4.13
H -1.01 2.61 -0.57
H -0.02 3.43 0.44
H -1.73 4.04 0.27
C -1.10 -2.47 3.38
O 0.24 -2.76 3.64
C 1.19 -2.37 2.82
O 1.03 -1.93 1.67
O 2.32 -2.46 3.42
C 3.51 -2.47 2.57
H -1.68 -2.87 4.20
H -1.47 -2.94 2.46
H -1.18 -1.38 3.39
H 3.60 -1.69 1.81
H 3.63 -3.38 1.98
H 4.41 -2.34 3.17
C 2.55 1.58 1.81
O 3.45 1.75 0.75
C 3.50 0.75 -0.16
O 2.69 -0.18 -0.27
O 4.54 0.96 -1.00
C 4.77 0.05 -2.03
H 2.69 0.68 2.41
H 1.52 1.70 1.48
H 2.72 2.38 2.53
H 4.95 -0.87 -1.48
H 5.57 0.42 -2.68
H 4.02 0.07 -2.82
C -2.05 1.99 -3.55
O -3.02 1.02 -3.80
C -2.85 -0.21 -3.39
O -1.77 -0.77 -3.15
O -3.99 -0.77 -3.54
C -4.15 -2.14 -3.19
H -2.42 2.97 -3.85
H -1.12 1.76 -4.07
H -1.87 2.05 -2.48
H -4.99 -2.55 -3.75
H -4.20 -2.34 -2.12
H -3.34 -2.83 -3.42
```